Here is a cluster of 2 separate species, C9H21NOS in total in a non-equilibrium geometry from the OMol25 dataset. Energies are from wB97M-V/def2-TZVPD.

Last column: Löwdin charge in e.
CARTESIAN COORDINATES (ANGSTROEM)
S  1.92  0.40  -0.90  0.87
O  2.84  0.08  -2.28  -0.47
N  0.42  0.72  -1.56  -0.38
C  -0.63  -0.86  1.59  -0.43
C  0.02  -2.02  2.19  -0.38
C  -0.40  0.52  2.11  -0.08
C  -0.66  -2.63  3.45  -0.06
C  -0.05  2.02  -1.87  -0.37
C  -1.27  1.74  -4.02  -0.13
C  -1.53  -0.90  0.67  0.02
C  -0.02  2.43  -3.32  -0.24
C  1.55  -1.73  2.38  -0.07
H  0.21  1.24  1.52  0.08
H  -2.02  0.02  0.39  0.07
H  -2.38  2.00  -3.86  0.09
H  -0.98  1.89  -5.10  0.07
H  -0.50  -3.70  3.42  0.07
H  -0.20  -2.26  4.38  0.06
H  2.23  -2.40  1.76  0.09
H  0.02  -2.88  1.47  0.13
H  -1.76  -2.35  3.54  0.10
H  -0.22  3.54  -3.41  0.12
H  -1.39  0.96  2.20  0.07
H  0.68  2.70  -1.31  0.11
H  0.09  0.40  3.15  0.11
H  3.54  0.76  -2.30  0.03
H  0.00  -0.13  -1.68  0.02
H  1.75  -0.72  2.17  0.01
H  -1.77  -1.93  0.46  0.08
H  1.87  -1.75  3.49  0.10
H  0.92  1.95  -3.70  0.12
H  -1.22  0.67  -3.72  0.06
H  -1.03  2.22  -1.29  0.14

As for the HOMO-LUMO gap: 9.38 eV. Its total energy is -24043.15548 eV. Its lowest unoccupied orbital energy is 0.0257 Eh. The energy relative to the best compared isomer or geometry (same formula, charge and spin) is 67.8 kJ/mol. The calculation puts the HOMO energy at -8.7 eV. Its structure (SMILES) is C=C(C)C(C)C.CCCNSO.